[1]
Entry from the OMol25 dataset: an isolated ion of composition C22H29Cl2N2O6P2S and charge +1 at a distorted geometry (ωB97M-V/def2-TZVPD).

Each line ends with the Mulliken charge.
Atoms and positions in Å:
C -1.01445 1.40685 -2.57143  -0.23
C 0.47849 -2.89893 -1.96675  -2.45
H 0.64047 -6.35026 -1.80492  0.43
C -0.49026 -2.11057 -1.08393  0.26
H 1.46173 7.00244 2.34799  0.42
H 0.86285 -1.17267 1.55566  0.79
C 0.88935 -4.25072 -1.34100  0.35
H 2.70616 -2.06263 0.80594  0.36
H 3.35785 5.40127 2.14209  0.42
Cl 2.63428 -4.52455 -1.55322  -0.17
O 2.39684 -1.97757 -0.10450  -0.41
H -0.09547 -1.58723 -3.76217  0.23
Cl -3.17801 1.18313 -0.13682  -0.12
H -0.08776 -1.71247 6.19884  0.34
H -0.08354 -3.16279 -2.85469  0.95
H 2.66483 0.29137 1.43728  0.45
H -1.47323 -0.97257 6.93675  0.31
H 0.62556 -4.29127 -0.29289  0.25
N -0.79032 1.45904 -4.96357  -0.62
O 2.42886 -0.25381 -1.91630  -0.68
H -0.68604 6.51453 1.26833  0.41
C 0.21419 1.34265 0.34908  -2.19
N -0.67058 -0.60524 -1.21235  0.27
H -1.93888 -1.39821 2.00345  0.61
H -1.53519 -2.65880 6.45326  0.29
H -2.20767 -0.30943 4.89205  0.31
H -0.89010 -5.40648 -1.80344  0.35
H -2.41443 -1.98881 4.43308  0.37
H -0.79045 1.70380 0.55310  0.72
S -0.29893 -1.07464 3.68159  -0.25
C 0.89912 2.45747 -0.42098  0.60
H 0.26435 -5.27723 -3.11415  0.40
H -1.46900 0.28228 2.02804  0.56
C 2.25962 4.01760 0.95599  -0.26
P -2.64206 -0.67911 -0.72968  0.47
C 0.11466 5.80049 1.17035  -0.82
O 1.29077 2.36275 -1.53825  -0.50
O -0.40636 -2.28662 0.31263  -0.51
C 1.03003 3.72825 0.35453  -0.65
H -1.23621 1.97570 -1.69080  0.09
C -1.69722 -1.26021 4.79433  -0.24
C 0.17236 -5.40431 -2.03769  -1.55
C -0.04504 4.61454 0.45166  -0.13
O -3.25944 -0.62036 -2.19583  -0.42
H -1.35259 3.07387 -3.82935  0.44
C 2.40486 5.20461 1.68070  -0.72
H -0.99005 4.41091 -0.03085  0.43
H -3.24462 -1.51311 -2.57528  0.39
C 0.25670 -0.11147 -0.16052  2.99
O 2.92648 0.40086 0.51231  -0.54
H -0.18867 -0.30940 -5.80848  0.47
C 1.33639 6.09544 1.78248  -0.46
C -0.07852 -1.09553 1.00726  -1.23
C -1.06684 2.03455 -3.79695  -0.74
H 0.67574 1.33671 1.33343  0.73
H 3.08923 3.33805 0.84854  0.51
H -1.46464 -2.57042 -1.30581  0.64
H 1.35710 -2.36203 -2.30696  0.74
C -0.66563 0.07076 -2.52146  1.62
C -1.17298 -1.67908 6.17428  -1.08
P 2.08495 -0.47185 -0.52437  0.53
C -0.37271 -0.55402 -3.71235  -0.78
C -0.44110 0.18240 -4.88253  -0.67
C -1.08479 -0.72792 2.08519  -1.09

Values from the calculation:
Net charge: +1
HOMO energy in Eh: -0.43526
LUMO energy in eV: -3.5
Gap between HOMO and LUMO in eV: 8.36
Maximum force in Eh/bohr: 0.035
SMILES: CCSC[C@H]1O[C@H](C[C@@H](C)Cl)[N@@+](c2ccncc2)(P(O)Cl)[C@]1(CC(=O)c1ccccc1)P(=O)(O)O

[2]
Entry from the OMol25 dataset: the molecule C22H29ClN4O2 (ωB97M-V/def2-TZVPD).

Each line ends with the Mulliken charge.
Atoms and positions in Å:
H -0.62934 4.44895 -0.13154  0.32
H -1.31568 -4.75323 1.07597  0.40
H 0.35516 -3.60902 2.00245  0.48
H -4.51483 1.48123 -0.73646  0.51
H -3.34364 6.30840 -0.62452  0.29
C -2.73706 -3.96856 -0.32473  -0.48
C -3.29235 -0.71423 0.35421  0.63
C -1.29729 -4.29832 0.08160  -0.85
H 5.73921 2.09709 -0.38272  0.41
H 5.28033 0.60215 -2.26091  0.42
C -3.71879 3.44913 -1.02453  -0.76
H -4.48119 -2.90908 0.40811  0.48
H -0.86419 -2.54189 -1.81499  0.41
C 5.33152 3.01302 1.98177  -0.89
C 4.93366 1.38640 -0.30396  -0.43
C 0.69336 -3.25831 1.02411  -1.25
C 3.65514 -0.38587 -1.30966  0.33
C 3.12359 0.35219 0.89353  0.24
N 1.83399 -1.45828 -0.11375  0.28
C -1.42223 2.49309 0.15665  -0.60
C 1.38480 -1.90389 1.18481  -0.66
H 5.26676 3.48890 2.95889  0.25
O 4.31646 2.03775 1.96609  -0.39
H -1.79040 -1.95986 0.99329  0.31
H -4.62239 3.81898 -1.48783  0.37
C 2.83867 -0.49326 -0.17318  -0.37
H 1.07522 -1.01101 -2.00899  0.65
C -2.63626 4.30646 -0.86485  0.84
C -3.66887 2.13443 -0.60542  -0.40
N -2.38702 0.32516 0.43517  -0.14
N -0.45672 -3.10799 0.15083  0.49
N -2.80051 -1.85064 0.93886  -0.26
C 4.67102 0.54458 -1.37239  -0.83
H -3.28114 -4.90481 -0.45672  0.44
Cl 3.45609 -1.46992 -2.64775  -0.22
H 5.17723 3.76541 1.20199  0.36
C -2.51340 1.64197 -0.00563  0.86
H 2.53637 0.31740 1.79640  0.52
H 1.41923 -3.98414 0.62129  0.32
H 6.32241 2.56344 1.86349  0.36
C -1.48763 3.80604 -0.26770  -0.98
C 0.71735 -1.32699 -1.03092  -0.37
H -1.51713 0.12357 0.90825  0.04
H 0.00623 -0.56713 -0.66603  -0.27
H -0.87688 -5.03935 -0.61808  0.33
H -3.17121 5.80170 -2.30138  0.35
H 0.67362 -1.19614 1.64565  0.23
C -2.72153 5.73490 -1.31239  -1.39
H -2.74998 -3.43717 -1.27683  0.25
H 2.24886 -2.01434 1.84199  0.62
H -3.48671 -3.65882 1.68138  0.35
C -0.00254 -2.66456 -1.15754  -1.04
H 0.68209 -3.40241 -1.60869  0.36
C -3.45813 -3.12028 0.72787  -1.02
H -0.51530 2.12357 0.61830  0.43
C 4.16042 1.28210 0.84529  0.05
O -4.40269 -0.63120 -0.12486  -0.70
H -1.73573 6.19275 -1.34327  0.34

Values from the calculation:
Net charge: 0
HOMO energy in Eh: -0.28772
LUMO energy in eV: 0.6
Gap between HOMO and LUMO in eV: 8.45
Maximum force in Eh/bohr: 0.010
SMILES: COc1ccc(Cl)c(N2CCN(CCCNC(=O)Nc3ccc(C)cc3)CC2)c1
ΔE to the lowest compared entry with this formula, charge and spin in kcal per mole: 28.1

[3]
Entry from the OMol25 dataset: C22H29F15KO12Pb2 as an isolated structure at a distorted geometry (ωB97M-V/def2-TZVPD).

Each line ends with the Mulliken charge.
Atoms and positions in Å:
C 1.49180 -6.49712 -1.05440  0.32
H 3.31617 -4.52600 -0.51592  0.51
F -3.35390 3.14393 4.32253  -0.23
H 1.66917 0.27976 -0.45138  0.76
F -1.12018 3.21843 0.07826  -0.19
H -2.60423 -2.90639 -0.75228  0.51
O -0.38968 -3.99130 3.15028  -0.53
H 1.02157 0.73617 -3.46909  0.15
H -1.26738 0.70382 -5.44498  0.37
C 0.37106 0.20943 -4.17655  -0.77
H -0.11469 5.62400 -4.91969  0.34
Pb 5.06040 -2.46392 1.69011  1.52
K 2.04302 4.34125 2.02403  1.00
C 0.32060 1.79927 4.44968  0.77
O -1.65925 1.40595 -3.51845  -0.28
O 2.60854 -6.77574 -1.34960  -0.50
H 0.02687 1.56289 6.56900  0.34
H 0.57450 3.93496 -5.05905  -0.02
F -3.51633 -0.38783 -1.23469  -0.21
F -4.38207 1.37198 -2.12728  -0.26
F -2.29204 4.45798 -1.30262  -0.22
O 2.04491 1.85937 0.79147  -0.71
H -0.04218 -0.62395 -3.60256  0.16
H 0.94369 -3.45259 -1.97964  0.06
H 1.58543 5.23364 -5.41676  0.41
C 1.74111 -0.71761 1.41516  1.44
H -0.40390 2.07156 -5.01400  0.12
H -1.49370 -3.91822 -1.70681  0.43
O -0.02273 4.56676 -2.50537  -0.15
H -1.81404 -4.90696 0.54359  0.41
C -1.06281 -3.12842 2.71029  0.27
H 0.23368 0.71646 4.39429  0.00
O -1.59965 -3.05191 1.50859  -0.17
C 1.51212 0.55153 0.60537  -1.16
C -1.04635 3.68652 3.97165  0.43
C 0.74613 4.97467 -4.77422  -0.90
F -2.24386 -2.23118 4.50728  -0.25
C -3.24404 0.74002 -1.86601  0.85
F -2.48319 1.55400 -1.12338  -0.21
F -0.31770 -1.33531 4.07657  -0.28
O -0.12260 4.41499 3.76016  -0.61
C 0.05216 4.75798 -1.22540  0.33
H 0.76493 3.11206 6.15438  0.41
O 3.06196 -1.09209 1.76994  -0.74
H 2.00985 4.43871 -3.24450  0.26
O 0.92149 -5.30674 -1.26289  -0.22
H 1.72824 1.64503 6.05413  0.41
F -2.67928 5.09525 4.84508  -0.24
C 1.08600 5.02584 -3.29294  -0.24
O -0.94556 2.39312 4.18481  -0.21
C -2.51573 0.43280 -3.19481  0.32
F -0.73722 -7.10856 -0.45476  -0.21
H 1.26758 -1.44678 0.75093  -0.38
H 0.41730 0.68238 0.58242  0.41
C 2.66097 -3.71391 -0.86065  -1.13
O -2.71094 -0.49283 -3.88574  -0.50
F -1.99706 -0.91915 2.78370  -0.21
H 1.12299 -0.65003 2.31578  -0.25
C -1.43788 -1.85852 3.52878  0.93
C -2.53881 4.11977 3.94593  0.75
O 0.99301 5.15234 -0.59514  -0.69
F 0.88320 -7.84730 0.78640  -0.25
F -1.45757 5.30824 0.50757  -0.22
H 0.91808 -0.20945 -5.01663  0.43
H -0.93699 -2.41794 -0.89281  0.00
C -1.59131 -3.29446 -0.82331  -1.05
H 1.33819 6.03220 -2.95959  0.39
C -0.75739 1.13823 -4.58146  -0.20
C -1.26498 4.44488 -0.48034  0.94
H 2.03568 -3.42152 -0.00711  0.32
H 1.03193 2.16581 3.70188  -0.28
H 3.22107 -2.80894 -1.12035  0.48
Pb 4.09680 1.04816 1.50484  1.05
F -2.82027 4.51450 2.71384  -0.14
H -0.21163 -4.34459 0.58686  0.17
H 2.02566 -4.40567 -2.89291  0.42
C 0.72720 2.05367 5.89732  -1.39
C 0.51936 -7.54710 -0.46310  0.88
F 0.59218 -8.65771 -1.17582  -0.22
C 1.64725 -4.28101 -1.88080  -0.41
C -1.23470 -3.98154 0.49286  -0.30

Values from the calculation:
Net charge: +3
HOMO energy in Eh: -0.61346
LUMO energy in eV: -13.5
Gap between HOMO and LUMO in eV: 3.22
Maximum force in Eh/bohr: 0.086
ΔE to the lowest compared entry with this formula, charge and spin in kcal per mole: 7.6

> net charge of number 2 (C22H29ClN4O2)?

0

Please write out number 2 again, unchanged.
Entry from the OMol25 dataset: the molecule C22H29ClN4O2 (ωB97M-V/def2-TZVPD).

Each line ends with the Mulliken charge.
Atoms and positions in Å:
H -0.62934 4.44895 -0.13154  0.32
H -1.31568 -4.75323 1.07597  0.40
H 0.35516 -3.60902 2.00245  0.48
H -4.51483 1.48123 -0.73646  0.51
H -3.34364 6.30840 -0.62452  0.29
C -2.73706 -3.96856 -0.32473  -0.48
C -3.29235 -0.71423 0.35421  0.63
C -1.29729 -4.29832 0.08160  -0.85
H 5.73921 2.09709 -0.38272  0.41
H 5.28033 0.60215 -2.26091  0.42
C -3.71879 3.44913 -1.02453  -0.76
H -4.48119 -2.90908 0.40811  0.48
H -0.86419 -2.54189 -1.81499  0.41
C 5.33152 3.01302 1.98177  -0.89
C 4.93366 1.38640 -0.30396  -0.43
C 0.69336 -3.25831 1.02411  -1.25
C 3.65514 -0.38587 -1.30966  0.33
C 3.12359 0.35219 0.89353  0.24
N 1.83399 -1.45828 -0.11375  0.28
C -1.42223 2.49309 0.15665  -0.60
C 1.38480 -1.90389 1.18481  -0.66
H 5.26676 3.48890 2.95889  0.25
O 4.31646 2.03775 1.96609  -0.39
H -1.79040 -1.95986 0.99329  0.31
H -4.62239 3.81898 -1.48783  0.37
C 2.83867 -0.49326 -0.17318  -0.37
H 1.07522 -1.01101 -2.00899  0.65
C -2.63626 4.30646 -0.86485  0.84
C -3.66887 2.13443 -0.60542  -0.40
N -2.38702 0.32516 0.43517  -0.14
N -0.45672 -3.10799 0.15083  0.49
N -2.80051 -1.85064 0.93886  -0.26
C 4.67102 0.54458 -1.37239  -0.83
H -3.28114 -4.90481 -0.45672  0.44
Cl 3.45609 -1.46992 -2.64775  -0.22
H 5.17723 3.76541 1.20199  0.36
C -2.51340 1.64197 -0.00563  0.86
H 2.53637 0.31740 1.79640  0.52
H 1.41923 -3.98414 0.62129  0.32
H 6.32241 2.56344 1.86349  0.36
C -1.48763 3.80604 -0.26770  -0.98
C 0.71735 -1.32699 -1.03092  -0.37
H -1.51713 0.12357 0.90825  0.04
H 0.00623 -0.56713 -0.66603  -0.27
H -0.87688 -5.03935 -0.61808  0.33
H -3.17121 5.80170 -2.30138  0.35
H 0.67362 -1.19614 1.64565  0.23
C -2.72153 5.73490 -1.31239  -1.39
H -2.74998 -3.43717 -1.27683  0.25
H 2.24886 -2.01434 1.84199  0.62
H -3.48671 -3.65882 1.68138  0.35
C -0.00254 -2.66456 -1.15754  -1.04
H 0.68209 -3.40241 -1.60869  0.36
C -3.45813 -3.12028 0.72787  -1.02
H -0.51530 2.12357 0.61830  0.43
C 4.16042 1.28210 0.84529  0.05
O -4.40269 -0.63120 -0.12486  -0.70
H -1.73573 6.19275 -1.34327  0.34

Values from the calculation:
Net charge: 0
HOMO energy in Eh: -0.28772
LUMO energy in eV: 0.6
Gap between HOMO and LUMO in eV: 8.45
Maximum force in Eh/bohr: 0.010
SMILES: COc1ccc(Cl)c(N2CCN(CCCNC(=O)Nc3ccc(C)cc3)CC2)c1
ΔE to the lowest compared entry with this formula, charge and spin in kcal per mole: 28.1